{"formula": "C14H28CdFO6PS", "method": "wB97M-V/def2-TZVPD", "total_charge": 2, "e_above_lowest_ev": 0.505, "gap_ev": 2.373, "multiplicity": 1, "homo_ev": -15.55, "elements": ["H", "C", "H", "H", "H", "H", "Cd", "H", "O", "C", "H", "H", "O", "C", "H", "O", "H", "H", "F", "C", "H", "C", "C", "H", "H", "H", "P", "S", "H", "H", "C", "H", "H", "H", "C", "O", "H", "H", "C", "H", "O", "H", "C", "C", "C", "H", "C", "H", "H", "C", "H", "O"], "coordinates": [[1.76077, -0.00099, -1.47926], [-1.19361, -3.54666, -0.49109], [-3.04497, 3.66222, -2.07369], [-2.05360, -2.87938, -0.53712], [0.76207, -3.12289, 5.19033], [1.70068, 1.07391, -2.83636], [1.18751, -4.77385, -3.47527], [-1.22185, 1.42289, 0.23088], [-1.79721, 0.03656, -1.83966], [-0.03551, -0.33542, 0.30710], [0.98557, -0.94446, 4.12779], [2.95598, 1.05933, 0.78116], [-2.18514, -2.90393, 2.53976], [3.03257, 2.00349, 0.24460], [2.33515, 2.73611, 0.63407], [-0.32973, 0.52874, -3.70955], [-2.08216, -1.05335, 0.23689], [-1.73841, -0.16875, 1.69764], [3.10085, 2.93391, -1.94470], [2.90346, 1.75842, -1.24294], [0.96885, 3.60649, -0.73340], [-1.31538, -0.87242, 0.98757], [-0.25345, -3.23579, -1.68007], [-0.06297, -4.28164, -2.13859], [-0.67164, -2.55754, -2.41963], [-1.13511, 4.79110, -1.53910], [-0.98810, -2.43155, 1.82210], [-0.96022, 0.99897, -2.51844], [-0.74018, -0.82026, 3.90501], [0.36380, 1.73733, 0.84013], [-2.26575, 2.98493, -1.74339], [0.59459, 3.41811, -2.42192], [0.69509, -2.86812, -1.29396], [-0.03208, -0.78615, -0.68479], [-0.17719, 1.18248, 0.07646], [-0.45496, -3.47804, 0.70557], [-0.99638, -3.06731, 5.03276], [3.73526, 1.10301, -1.51374], [-0.10151, -2.46352, 5.14359], [-0.14886, -1.88308, 6.05946], [0.27653, -2.27114, 2.73198], [0.85707, -0.62602, 0.85448], [1.64852, 1.04704, -1.74962], [0.25647, 3.16181, -1.41841], [0.29813, 1.61728, -1.32611], [4.03520, 2.37833, 0.43711], [-1.10724, 3.78056, -1.14371], [-1.58706, -4.55732, -0.57636], [-2.74191, 2.31077, -1.03665], [0.08354, -1.52973, 3.97140], [-1.29852, 3.87047, -0.07482], [-1.81696, 2.25506, -2.91549]]}